# C3H9NO

2 unconnected molecules or ions with the total composition C3H9NO in a non-equilibrium geometry (ωB97M-V with the def2-TZVPD basis set, the OMol25 dataset).

Structure (XYZ):
```
14
Properties=species:S:1:pos:R:3:forces:R:3:mulliken_charge:R:1
C -1.543290 -0.640414 -1.751919 -1.4574 0.1549 0.7952 -0.91
C -0.498231 -1.553093 -1.211062 1.9642 0.1435 -0.0135 -0.23
C 0.314571 -1.217904 -0.187682 -1.9224 0.3892 -1.5732 -0.07
N 1.559052 -1.739036 0.088250 -0.0517 0.1862 1.0317 -0.49
H -1.760288 0.233192 -1.114029 0.9438 0.1086 -0.2155 0.30
H -2.564117 -1.026000 -1.721568 -0.0119 -0.7341 -0.5732 0.28
H -1.309470 -0.342143 -2.776167 -0.0775 0.1364 0.1646 0.23
H -0.031155 -2.260364 -1.907375 -0.5843 -0.1031 0.0245 0.18
H -0.096685 -0.388906 0.393365 0.8398 -0.1352 0.4410 0.26
H 2.177061 -1.001385 0.386571 0.3908 -0.3950 0.0191 0.23
H 1.944916 -2.401922 -0.565638 -0.0345 0.2540 -0.0977 0.21
O 0.688513 3.943945 3.170062 1.1908 -0.5174 -1.5190 -0.64
H 1.258243 4.569591 3.606572 -0.2645 0.2646 0.5371 0.32
H -0.139119 3.824439 3.590621 -0.9253 0.2473 0.9790 0.32
```
Positions in Å, forces in eV/Å.

As for the SMILES: C/C=C/N.O. The calculation puts the LUMO energy at 0.96 eV. The value obtained for the energy above the lowest of the compared OMol25 structures with the same formula, charge and spin is 38.5 kcal/mol. For the HOMO-LUMO gap, the calculation gives 8.74 eV. As for the electronic energy: -249.6524 Eh. As for the total charge: 0.


# C24H42NOP3Sn

A molecular structure, C24H42NOP3Sn in a non-equilibrium geometry (ωB97M-V with the def2-TZVPD basis set, the OMol25 dataset).

Structure (XYZ):
```
72
Properties=species:S:1:pos:R:3:forces:R:3:mulliken_charge:R:1
Sn -0.074484 -0.131947 -0.297644 -0.7016 2.3293 1.5399 0.84
P 1.141002 -0.511512 1.970896 0.2285 -1.0410 1.4409 1.06
P -1.297385 2.337997 1.226860 -1.6392 0.4591 -0.0876 0.88
P 1.894050 1.831577 -0.624835 -0.1657 0.0744 -0.5566 0.81
H 1.170171 -4.083078 -6.578571 0.4217 0.0809 0.0550 0.31
C 2.187633 -3.754916 -6.338886 -0.4280 0.7769 -0.9088 -0.53
C 2.865168 -4.222992 -5.282011 0.7522 -0.2351 0.6442 -0.37
H 2.457773 -4.997137 -4.622301 0.1163 0.3020 -0.2052 0.33
C 0.504230 -2.021454 2.763808 -0.2542 -0.1431 -0.2433 -1.15
C 0.980329 0.765318 3.277608 -0.3842 0.4357 -0.5248 -1.16
C 2.933795 -0.842641 1.834579 0.0935 0.1266 -0.5755 -1.13
C -2.255802 3.197068 -0.092259 0.3006 -0.2510 -0.2048 -1.42
C -2.698868 1.775491 2.287357 0.1325 -0.4811 -0.0523 -1.19
C -0.732192 3.778884 2.243499 1.0174 -0.2731 -0.0518 -1.34
C 3.281295 1.066049 -1.514898 0.3937 -0.1030 -0.0343 -0.96
C 2.660129 2.828627 0.692357 0.1048 -0.1273 0.3154 -1.18
C 1.218535 3.055904 -1.791791 -0.0475 -0.0136 -0.0521 -1.34
H 2.666547 -3.041949 -7.023317 -0.2422 -0.3921 0.1349 0.34
H 3.878153 -3.854947 -5.066254 -0.3993 -0.4715 -0.2353 0.34
H 0.365097 -2.803574 2.007916 0.0483 0.0511 0.2127 0.43
H -0.459927 -1.841135 3.255995 0.2730 0.0354 -0.1646 0.19
H 1.233160 -2.365445 3.509094 -0.1584 0.1306 -0.1380 0.56
H -0.072419 0.895565 3.560586 0.2400 -0.1205 -0.0677 0.29
H 1.373278 1.737417 2.959014 -0.1230 -0.2775 0.1089 0.25
H 1.540554 0.438815 4.164295 -0.0200 -0.1848 -0.2722 0.54
H 3.141424 -1.388040 0.902845 0.0256 0.0497 0.3207 0.27
H 3.218694 -1.478119 2.686745 -0.0989 0.2294 -0.2301 0.49
H 3.542432 0.073154 1.854183 -0.2573 -0.2472 -0.0034 0.37
H -2.848836 4.010291 0.351844 0.1718 -0.2742 -0.1522 0.52
H -2.927910 2.475460 -0.577853 0.1522 0.2432 0.0626 0.37
H -1.571384 3.607182 -0.846968 -0.3126 0.0212 0.1469 0.32
H -3.019912 2.579342 2.967912 0.1037 -0.2425 -0.3546 0.51
H -2.397557 0.905374 2.884796 -0.2026 0.2108 0.0012 0.29
H -3.536945 1.480230 1.642527 0.1690 0.0276 0.2453 0.31
H -1.147629 4.718157 1.853721 0.0639 -0.3499 0.0276 0.45
H 0.362206 3.826764 2.201860 -0.2367 0.3364 0.2089 0.22
H -1.036119 3.656659 3.293005 0.1295 -0.0473 -0.3721 0.50
H 4.071542 1.815978 -1.674822 -0.1607 -0.2876 -0.0164 0.59
H 2.958618 0.668858 -2.487096 -0.0214 0.3006 0.2963 -0.05
H 3.689209 0.225185 -0.935743 0.0200 0.2774 -0.1327 0.34
H 3.674288 3.121573 0.387565 -0.2493 -0.0191 0.0088 0.48
H 2.738587 2.268214 1.630374 0.1088 0.2122 -0.2552 0.23
H 2.069727 3.735369 0.869355 0.1316 -0.2258 -0.0754 0.40
H 2.030640 3.495215 -2.387614 -0.1938 -0.0201 0.1821 0.49
H 0.697294 3.854737 -1.247521 0.1757 -0.2002 -0.1565 0.39
H 0.504578 2.575715 -2.470274 0.0898 0.1191 0.0234 0.34
C 1.223583 -1.905017 -2.512670 -1.3563 -0.1359 4.0743 0.21
C 0.476421 -1.367426 -3.591582 -0.4250 2.0463 -1.8661 -0.41
C 1.172458 -0.732669 -4.615724 -2.6054 -0.5461 0.4533 -0.43
C 2.574125 -0.765491 -4.643768 0.1196 -0.2468 -1.0411 -0.15
C 3.263464 -1.613189 -3.763528 0.3775 -2.2388 2.0980 -0.61
C 2.569740 -2.289232 -2.762376 2.3100 0.4163 -0.6840 -0.18
O 0.715108 -1.914935 -1.282097 1.9627 -0.3047 -3.5086 -0.72
H -0.640512 0.479471 -1.864649 -0.1111 -0.5802 1.0325 0.05
H -0.607200 -1.319502 -3.470688 0.2373 -0.0407 -0.4021 0.81
H 0.628182 -0.238407 -5.423814 0.1231 -0.0332 0.3082 0.56
H 3.129672 -0.219494 -5.413512 -0.1961 -0.0590 0.1952 0.50
H 4.330029 -1.788006 -3.947397 -0.4015 0.0476 0.3275 0.54
H 3.018259 -3.073314 -2.148245 0.0958 0.4061 -0.0114 0.57
N -1.898939 -1.330621 0.787420 -0.7768 0.1846 0.2081 -0.54
C -2.869264 -1.463170 1.436633 1.4124 0.5219 -0.9670 0.07
C -4.012341 -1.504245 2.266233 -0.2795 -0.2106 0.1360 0.73
C -3.882171 -1.971880 3.585286 -0.0082 0.1061 0.2241 -0.30
C -4.977895 -1.896878 4.443251 0.4506 -0.1661 -0.1448 -0.69
C -6.194459 -1.379245 3.986615 0.0814 -0.0825 -0.1747 -0.42
C -6.330551 -0.949797 2.661069 0.3459 0.0536 -0.3815 -0.68
C -5.242212 -1.015343 1.789688 -0.2172 0.1488 -0.0939 -0.34
H -2.913961 -2.367148 3.905001 -0.4528 0.0502 0.1016 0.41
H -4.866018 -2.260092 5.464178 -0.1468 0.1279 -0.2449 0.44
H -7.049812 -1.331197 4.660927 0.2367 0.0083 -0.1687 0.45
H -7.275950 -0.554285 2.289653 0.2161 -0.1695 0.1885 0.44
H -5.312531 -0.692172 0.744158 -0.1597 -0.1048 0.4897 0.50
```
Positions in Å, forces in eV/Å.

The calculation puts the LUMO energy (alpha / beta) at -16.39 / -16.46 eV. The value obtained for the energy above the lowest of the compared OMol25 structures with the same formula, charge and spin is 16.7 kcal/mol. For the HOMO-LUMO gap (alpha / beta), the calculation gives 2.33 / 2.27 eV. As for the electronic energy: -2306.3758 Eh. As for the total charge: +4.


Question: Which value of electronic energy does entry 2 give?
Answer: -2306.3758 Eh


Question: Number 1 is which compound?
Answer: C3H9NO


Question: Number 1 is which compound?
Answer: C3H9NO


Question: Look up the total charge of the second one.
Answer: +4